[1]
C40H32AsBiN3O4S | ωB97M-V/def2-TZVPD

Results
E_HOMO (spin up / spin down)   -5.782 / -7.064 eV
Total energy   -4857.194672 a.u.
LUMO level (spin up / spin down)   0.0172 / -0.0034 Ha
Energy above the lowest of the compared OMol25 structures with the same formula, charge and spin   47.1 kJ/mol
Strongest force on any atom   0.9 eV/A
Expectation value of S²   0.797
2S+1   2

XYZ file:
```
82
Properties=species:S:1:pos:R:3:forces:R:3
Bi -0.33147 -0.59908 -0.53675 -0.169 -0.033 0.051
As -0.58978 2.97440 -1.34944 0.144 0.806 -0.271
S -1.33441 -3.21507 -1.42990 -0.050 -0.210 -0.118
O 1.97112 -0.78466 -1.83817 -0.130 0.242 0.075
O -0.70239 -2.04884 1.21279 -0.109 0.197 -0.321
O -0.64966 1.44425 -1.99273 0.090 -0.226 0.267
O -1.27948 0.82193 0.75290 0.133 -0.182 0.099
N 1.41894 -0.18294 0.78450 -0.303 0.276 -0.233
N 1.28103 0.03243 2.09489 0.410 -0.067 0.131
N -0.46303 -3.35260 1.08958 0.071 -0.240 -0.001
C 2.73495 -0.16698 0.33345 0.118 -0.051 0.222
C -0.38825 3.78342 -4.07267 0.000 -0.052 0.013
C -2.09041 1.26869 4.24119 -0.067 -0.012 -0.082
C 0.04886 -3.96063 2.18278 0.019 0.017 0.203
C 1.97763 3.06762 -0.13266 -0.129 0.001 -0.011
C -0.52247 -5.42632 -0.03801 0.045 -0.031 0.166
C 0.26747 0.29884 6.95613 0.007 0.037 0.035
C 0.05994 4.09798 -2.79244 -0.021 -0.167 0.034
C 2.88941 3.23900 0.89647 0.003 0.084 -0.077
C 1.29916 -0.15504 4.82661 0.099 -0.001 0.068
C -2.15864 1.22921 2.87954 -0.117 0.054 0.087
C 2.44644 3.65587 2.14492 0.001 -0.028 0.037
C 0.26140 -5.30753 2.21649 0.017 -0.100 -0.024
C -0.74282 -4.03294 -0.05988 -0.106 0.075 -0.051
C 1.96182 -0.16038 -3.12763 0.030 -0.107 -0.128
C 1.10089 3.91290 2.36710 -0.025 -0.015 0.027
C -2.31619 3.68545 -0.90553 0.068 -0.079 0.044
C 1.35476 -0.16764 6.19814 -0.039 0.000 -0.054
C -3.43715 2.86893 -0.93215 0.094 -0.089 -0.001
C 0.16420 0.33083 4.14537 -0.086 -0.011 -0.050
C 5.10729 0.22673 0.68026 0.047 -0.040 -0.099
C -0.92934 0.79772 4.91032 0.134 -0.060 -0.031
C -1.09835 0.75598 2.08228 0.260 0.058 0.024
C 0.95332 5.55843 -4.97891 -0.008 0.004 0.028
C 0.18369 3.74438 1.34065 -0.092 -0.094 -0.078
C -4.79686 4.75680 -0.32838 0.018 0.003 0.012
C -0.04425 -6.06212 1.07808 -0.052 0.078 -0.096
C 0.11279 0.33624 2.68898 -0.306 0.209 -0.109
C -3.67213 5.57320 -0.31149 -0.034 0.007 -0.006
C 0.96115 5.13962 -2.60993 -0.065 -0.010 0.086
C -2.42804 5.03939 -0.60637 0.019 -0.050 -0.007
C -0.84801 0.77293 6.31963 -0.016 -0.029 0.041
C 3.81394 0.16350 1.16803 -0.063 -0.115 0.011
C -4.68205 3.41084 -0.64556 -0.019 0.001 -0.005
C 5.37475 -0.05452 -0.65312 0.000 0.020 0.076
C 1.40672 5.86818 -3.70512 -0.005 0.039 0.003
C 4.32376 -0.40613 -1.48718 -0.021 0.013 -0.136
C 3.02792 -0.44964 -1.00717 0.186 0.014 -0.057
C 0.05728 4.51271 -5.16371 -0.011 0.041 -0.004
C 0.62690 3.31922 0.09508 0.000 -0.291 -0.047
H -5.56268 2.78207 -0.67256 0.017 -0.001 0.027
H 2.12990 -0.52241 4.24018 -0.011 0.005 0.003
H 0.09414 -7.13540 1.07896 0.035 0.019 -0.024
H 5.91735 0.50776 1.34217 -0.029 -0.033 0.036
H 0.92831 -0.13484 -3.46602 0.002 -0.009 0.023
H 2.30078 2.72640 -1.11067 0.105 -0.009 0.043
H 0.25500 -3.29306 3.00678 -0.045 0.050 -0.047
H 3.15271 3.76099 2.95914 -0.002 0.026 -0.025
H -1.54642 5.67076 -0.60540 -0.022 0.040 0.007
H 2.56248 -0.72870 -3.83873 0.010 -0.044 0.048
H -3.32471 1.81894 -1.17243 -0.025 0.002 0.024
H 1.29767 6.13398 -5.82878 0.012 -0.027 0.002
H -0.75527 -5.96219 -0.94605 -0.007 -0.020 0.020
H 0.75834 4.21703 3.34781 0.007 -0.001 -0.009
H -3.76746 6.62524 -0.07698 0.005 -0.004 0.018
H -2.92835 1.63734 4.82130 0.028 -0.006 0.013
H 6.38263 -0.00837 -1.04347 -0.006 -0.010 0.021
H 3.93774 3.03524 0.72379 -0.025 -0.016 0.019
H -0.29076 4.26642 -6.15889 -0.006 -0.002 0.020
H 2.23582 -0.54531 6.70252 0.001 -0.005 -0.030
H -1.07103 2.95290 -4.20639 0.004 -0.002 -0.034
H -1.69817 1.12382 6.89435 0.011 0.017 -0.019
H 0.31627 0.27946 8.03777 -0.024 0.008 -0.010
H 4.51020 -0.65286 -2.52525 -0.011 0.027 0.018
H -3.04464 1.57081 2.35536 0.020 -0.012 -0.001
H 2.34404 0.85945 -3.06638 -0.030 0.005 0.065
H 2.11217 6.67652 -3.55937 -0.016 -0.006 -0.011
H 3.59646 0.37724 2.20395 0.000 0.056 -0.022
H 1.32328 5.38003 -1.61792 0.020 0.004 0.010
H -0.87339 3.90989 1.50820 0.008 -0.006 0.084
H 0.66066 -5.76648 3.10866 -0.004 0.057 0.014
H -5.76767 5.17289 -0.09106 0.007 0.008 -0.029
```
Positions in Å, forces in eV/Å.

Löwdin atomic charge list, values in e, 5 entries: 1.842 1.208 0.514 -0.246 -0.319

***

[2]
C37H36GeILuN3O6PSe2 | ωB97M-V/def2-TZVPD

Results
E_HOMO   -2.789 eV
Total energy   -10801.936266 a.u.
LUMO level   0.1399 Ha
Energy above the lowest of the compared OMol25 structures with the same formula, charge and spin   0.0 kJ/mol
Strongest force on any atom   2.7 eV/A
Charge   -2

XYZ file:
```
88
Properties=species:S:1:pos:R:3:forces:R:3
Lu -1.00517 0.03866 -1.10765 -0.352 0.543 -0.564
I -0.46692 2.00626 -4.25099 0.300 -0.086 0.406
Se -0.00295 1.18465 1.49672 -0.288 0.103 -0.317
Se -2.28328 2.70968 -0.78567 -0.187 -0.058 0.367
Ge 3.60733 -2.17665 0.50696 1.234 1.333 -0.642
P -1.72900 2.53603 1.29417 1.065 0.061 0.039
O -6.87901 -3.04020 2.06286 -1.486 0.264 -0.955
O -2.87486 -0.25285 -2.25952 -0.376 -0.064 1.139
O 4.84939 -2.08437 -2.91121 0.754 -1.456 0.282
O -0.40545 -1.95418 -1.29675 0.022 0.528 -0.089
O -5.34968 -3.55308 3.61443 -0.003 0.296 -0.575
O -5.10087 -0.57113 -2.21714 -0.115 0.199 0.172
N -2.68153 -1.02344 0.27118 0.764 0.406 -0.597
N 1.24490 0.46277 -2.04796 -1.347 0.282 0.369
N 0.97323 -4.42834 -3.49786 -0.552 -1.009 0.558
C -4.73872 0.68590 4.19725 -0.838 -0.252 -0.795
C -1.20848 -4.35548 -2.32409 1.046 1.427 0.310
C -4.00940 -0.60768 -1.68566 0.767 -0.806 -0.366
C 1.69997 -1.88221 -2.49614 -0.673 -1.088 -0.024
C 1.29189 2.56840 -3.21507 0.230 -1.595 1.610
C 0.45001 -2.44866 -2.15565 1.160 -1.995 -0.748
C -2.01524 5.03739 2.70592 1.239 -0.639 -0.594
C -3.86152 -1.26436 -0.26929 -1.039 0.861 -2.037
C 5.36757 -1.11482 0.50646 -1.631 0.490 0.694
C 0.37143 5.95310 1.56022 -0.537 0.142 0.713
C 3.04005 4.22063 -2.93207 -0.810 0.388 -0.690
C 1.81532 3.78950 -3.46956 -0.426 1.440 -1.419
C 3.83114 -2.08250 -3.89646 -0.366 -0.408 0.651
C 2.23365 -0.95493 -0.24634 -0.713 -0.334 0.216
C -0.38148 6.81715 2.32876 -0.152 -0.525 0.347
C 3.01719 -2.26540 2.36380 0.497 0.023 1.208
C -5.74827 -3.10181 2.50623 2.092 -0.472 1.130
C -2.67617 1.81535 3.79568 1.155 0.295 0.025
C -1.53499 6.31691 2.91246 -1.066 0.797 0.207
C 3.90068 -3.93539 -0.30435 -1.979 -0.777 1.608
C -4.87266 -1.98577 0.35417 -0.765 0.400 -0.515
C -1.21840 4.20271 1.87723 -1.491 -0.563 0.661
C -5.02490 0.80648 2.82716 -0.726 -1.317 -0.629
C -0.04045 4.65681 1.34852 1.586 -0.962 -1.759
C 0.16632 -3.77161 -2.69295 -1.119 1.009 0.347
C 2.14876 -3.90146 -3.77830 0.203 1.360 -0.001
C 3.11874 2.12215 -1.66045 -1.027 -1.725 -0.483
C -3.53166 1.17995 4.65567 0.182 0.001 1.127
C -4.09114 1.32531 1.93598 -1.415 0.626 0.276
C 1.88303 1.62587 -2.22911 -0.625 1.978 -1.389
C -3.34517 -2.29109 2.15070 0.604 0.260 -0.184
C 2.53326 -2.64050 -3.37612 -0.429 1.102 0.503
C 2.10636 -0.62624 -1.76394 1.259 -1.251 0.315
C 3.66134 3.30245 -2.10813 1.517 1.409 1.523
C -2.97274 1.93460 2.44607 0.568 -0.152 -0.605
C -2.42085 -1.53776 1.44186 0.259 -0.938 1.901
C -4.58839 -2.49505 1.59934 -1.273 -0.398 1.220
H 3.08833 -0.33521 -2.14435 0.346 -0.256 0.244
H 3.78527 -3.92761 -1.33677 -0.277 0.456 -1.962
H -1.68601 2.11229 4.16431 -0.438 0.136 -0.191
H -2.91237 4.69382 3.22166 0.179 -0.011 -0.405
H -2.16720 6.99789 3.46985 0.098 0.028 0.285
H 3.76402 -2.77731 3.02345 -0.769 -0.026 -0.564
H -5.91123 0.35390 2.29706 0.737 0.398 1.285
H 5.83106 -0.91687 -0.46331 -0.277 0.007 0.146
H -3.13095 -2.65981 3.13962 -0.012 -0.113 0.113
H 2.48782 0.02821 0.20374 -0.449 -0.624 0.308
H 1.29165 6.28148 1.19809 1.383 0.427 -0.819
H -5.43165 0.16114 4.86017 0.230 0.215 -0.246
H 2.03452 -2.74665 2.38392 0.229 -0.247 0.198
H 4.59803 3.57555 -1.57812 -0.466 0.024 -0.601
H 3.04912 -4.62185 0.00073 1.125 0.544 0.020
H -1.26204 -5.38311 -2.62981 -0.109 -0.464 0.042
H -5.92875 -2.09264 -0.00569 1.336 0.187 -0.005
H 6.09444 -1.45667 1.22222 0.451 -0.663 0.141
H 0.59796 3.97060 0.66502 -1.217 1.141 1.323
H -4.36210 1.33813 0.87951 0.407 0.079 0.194
H 4.13805 -2.63121 -4.78219 0.114 -0.157 -0.258
H 3.77066 -1.05727 -4.13046 -0.541 1.259 -0.659
H -1.45169 -1.33612 1.88220 0.064 0.120 -0.093
H -1.35510 -4.17161 -1.23557 -0.084 -0.476 -0.706
H 2.84896 -4.44613 -4.36861 0.237 -0.644 -0.654
H -1.96553 -3.74739 -2.83654 -0.028 -0.233 0.118
H 1.24378 4.40608 -4.21406 0.803 -0.335 0.875
H 5.00285 -0.18309 1.00957 0.344 -0.237 -0.797
H 2.87035 -1.28786 2.86991 0.101 -0.244 -0.728
H -0.06067 7.82803 2.55021 -0.002 -0.023 -0.165
H 1.22495 -1.37605 0.15091 1.674 1.008 -0.526
H 4.96858 -3.04019 -2.74380 0.262 0.786 0.360
H 4.85229 -4.38532 -0.12542 0.635 -0.275 0.633
H 3.67491 1.54087 -0.89447 -0.533 0.347 -0.714
H -3.19579 1.07885 5.70266 -0.480 -0.088 -0.577
H 3.35131 5.26137 -3.18699 0.231 -1.198 0.441
```
Positions in Å, forces in eV/Å.

Löwdin atomic charge list, values in e, 5 entries: 1.351 0.859 0.259 0.244 0.857

***

[3]
C4H7CdFO3 | ωB97M-V/def2-TZVPD

Results
E_HOMO   -6.734 eV
Total energy   -649.754237 a.u.
LUMO level   -0.0076 Ha
Energy above the lowest of the compared OMol25 structures with the same formula, charge and spin   0.0 kJ/mol
Strongest force on any atom   3.5 eV/A

XYZ file:
```
16
Properties=species:S:1:pos:R:3:forces:R:3
Cd 0.80139 -0.11369 0.56179 1.107 -2.948 1.482
F -2.32504 -0.83278 -1.40048 0.006 0.043 0.199
O 1.85186 1.27124 -0.34949 1.021 2.431 -0.854
O -1.16038 0.17282 0.24703 -2.199 0.475 -0.060
O 3.22938 -0.43659 -0.64597 0.486 -0.648 0.641
C 2.98392 0.88185 -0.79124 0.096 0.324 -0.697
C -2.12427 -0.79078 -0.04385 -0.349 -0.326 -0.147
C -1.59832 1.54126 0.11724 -0.284 0.449 -0.142
C 2.54198 -1.31115 0.33422 0.547 -0.382 -0.369
H -2.34437 1.75201 0.89369 0.158 -0.035 -0.196
H 2.45254 -2.28279 -0.17831 -0.161 0.457 0.301
H -0.71318 2.17180 0.25085 -0.224 -0.142 -0.072
H -3.07815 -0.52648 0.43080 0.176 -0.071 -0.077
H 3.23879 -1.43159 1.17871 -0.426 0.099 -0.236
H -2.01425 1.70149 -0.88329 0.107 -0.035 0.247
H -1.74190 -1.76663 0.27830 -0.062 0.309 -0.021
```
Positions in Å, forces in eV/Å.

Löwdin atomic charge list, values in e, 5 entries: 1.346 0.015 -0.373 -0.373 -0.283